Record 1
Molecular formula: C12H32F2Li2O4
Method: DFT, ωB97M-V/def2-TZVPD

Computed properties:
HOMO energy = -9.55 eV
Total charge = 0
E = -27003.32933 eV
Lowest unoccupied orbital energy = 0.29 eV
Gap between HOMO and LUMO = 9.8 eV

CARTESIAN COORDINATES (ANGSTROEM)
1 Li -5.87 -5.37 -6.61
2 Li -4.05 -5.03 -8.50
3 F -4.74 -6.65 -7.64
4 F -5.34 -3.82 -7.56
5 C -7.20 -8.34 -11.78
6 C -7.00 -8.20 -10.26
7 C -6.52 -9.47 -9.58
8 O -6.09 -7.13 -10.10
9 H -7.44 -7.36 -12.19
10 H -7.99 -9.03 -12.05
11 H -6.27 -8.69 -12.24
12 H -8.00 -7.95 -9.88
13 H -5.65 -9.94 -10.03
14 H -7.33 -10.16 -9.33
15 H -6.14 -9.17 -8.59
16 H -5.72 -7.20 -9.20
17 C -2.27 -9.56 -7.99
18 C -3.38 -10.20 -7.12
19 C -2.82 -11.19 -6.11
20 O -3.97 -9.14 -6.36
21 H -2.71 -8.84 -8.68
22 H -1.78 -10.35 -8.57
23 H -1.58 -9.02 -7.35
24 H -4.15 -10.58 -7.80
25 H -2.16 -11.93 -6.54
26 H -3.67 -11.61 -5.56
27 H -2.35 -10.59 -5.33
28 H -4.20 -8.39 -6.94
29 C 0.00 -5.32 -7.43
30 C -1.51 -5.38 -7.25
31 C -1.96 -4.75 -5.94
32 O -2.09 -4.67 -8.38
33 H 0.31 -5.76 -8.38
34 H 0.53 -5.68 -6.55
35 H 0.27 -4.26 -7.55
36 H -1.90 -6.39 -7.42
37 H -3.05 -4.82 -5.87
38 H -1.72 -3.68 -5.95
39 H -1.51 -5.26 -5.09
40 H -1.80 -3.75 -8.28
41 C -7.72 -8.09 -5.95
42 C -8.52 -7.11 -6.75
43 C -9.62 -6.37 -5.97
44 O -7.65 -6.14 -7.36
45 H -8.48 -8.75 -5.51
46 H -7.22 -7.67 -5.08
47 H -7.07 -8.68 -6.59
48 H -9.10 -7.61 -7.55
49 H -9.30 -6.00 -4.99
50 H -10.36 -7.13 -5.69
51 H -10.10 -5.55 -6.49
52 H -8.17 -5.53 -7.88

Here are the Mulliken charges for atoms 1 to 6, given in e: 0.791, 0.889, -0.977, -0.925, -1.582, 0.917

---

Record 2
Molecular formula: C5H11NO2
Method: DFT, ωB97M-V/def2-TZVPD

Computed properties:
HOMO energy (spin up / spin down) = -9.23 / -9.23 eV
Total charge = 0
E = -10944.43290 eV
Lowest unoccupied orbital energy (spin up / spin down) = 0.06 / 0.06 eV
Gap between HOMO and LUMO (spin up / spin down) = 9.3 / 9.3 eV

CARTESIAN COORDINATES (ANGSTROEM)
1 C 1.61 0.52 0.07
2 C -0.88 0.99 0.46
3 C -1.37 -0.18 -0.35
4 C 2.48 -0.72 -0.08
5 C -2.58 -0.95 0.13
6 N 0.26 0.11 0.72
7 O 1.80 1.32 1.07
8 O 1.42 1.12 -1.21
9 H 1.46 2.07 -1.05
10 H -1.44 1.21 1.36
11 H -0.63 1.88 -0.12
12 H -1.21 -0.06 -1.41
13 H -0.36 -0.88 0.04
14 H 3.49 -0.39 -0.33
15 H 2.50 -1.26 0.86
16 H 2.11 -1.36 -0.88
17 H -2.51 -1.16 1.19
18 H -2.69 -1.90 -0.41
19 H -3.48 -0.35 -0.04

Here are the Mulliken charges for atoms 1 to 6, given in e: 0.853, -0.489, -0.029, -1.283, -1.304, -0.162

---

Record 3
Molecular formula: C13H22BInN4OP3S
Method: DFT, ωB97M-V/def2-TZVPD

Computed properties:
HOMO energy = -16.58 eV
Total charge = +3
E = -66364.85391 eV
Lowest unoccupied orbital energy = -14.43 eV
Gap between HOMO and LUMO = 2.2 eV

CARTESIAN COORDINATES (ANGSTROEM)
1 C 5.08 0.24 -2.45
2 C 4.11 0.70 -1.31
3 P 2.68 1.59 -2.07
4 C 2.77 3.41 -1.68
5 C 1.08 0.93 -1.43
6 C 0.09 0.80 -2.44
7 C -1.14 0.29 -2.13
8 P -2.40 0.09 -3.45
9 S -1.78 0.84 -5.17
10 C -1.49 -0.09 -0.83
11 N -2.73 -0.57 -0.58
12 C -2.97 -0.88 0.65
13 C -2.00 -0.75 1.69
14 B -2.38 -1.16 3.23
15 O -2.21 -0.22 4.17
16 N -2.93 -2.48 3.55
17 C -4.38 -2.46 3.75
18 C -2.48 -3.56 2.69
19 N -0.83 -0.30 1.46
20 C -0.52 0.06 0.18
21 C 0.76 0.57 -0.13
22 P 1.94 0.74 1.25
23 N 2.54 2.20 1.43
24 H 4.56 0.21 -3.39
25 H 5.94 0.90 -2.49
26 H 5.41 -0.76 -2.22
27 H 4.62 1.34 -0.60
28 H 3.70 -0.20 -0.87
29 H 1.92 3.71 -1.08
30 H 3.68 3.65 -1.15
31 H 2.71 4.00 -2.62
32 H 0.31 1.09 -3.46
33 H -3.55 0.72 -2.96
34 H -2.69 -1.27 -3.59
35 H -3.95 -1.27 0.89
36 H -1.41 -0.30 4.71
37 H -4.66 -3.13 4.56
38 H -4.92 -2.75 2.86
39 H -4.69 -1.46 4.04
40 H -2.77 -3.40 1.65
41 H -2.95 -4.49 3.00
42 H -1.40 -3.68 2.75
43 H 2.90 -0.27 1.07
44 H 1.26 0.36 2.42
45 H 2.15 2.83 0.74
46 In 3.00 4.16 -4.66

Here are the Mulliken charges for atoms 1 to 6, given in e: -1.287, -0.451, 0.284, -0.756, -0.245, -0.997

---

Question: Among the records above, which one has the highest total charge?
Answer: C13H22BInN4OP3S

---

Question: E of number 1 (C12H32F2Li2O4)?
Answer: -27003.32933 eV

---

Question: The highest E belongs to which entry?
Answer: C5H11NO2

---

Question: Which of these has the lowest E?
Answer: C13H22BInN4OP3S